A structure of composition HfI3, computed with ωB97M-V/def2-TZVPD.

Geometry as XYZ:
```
4
Properties=species:S:1:pos:R:3:forces:R:3
Hf -1.0007 0.3164 -0.2526 4.7 -1.5 1.2
I 0.7041 -0.9698 -2.1794 -1.9 1.2 1.6
I -0.6537 -1.6918 1.8735 -0.6 2.1 -2.1
I 0.9504 2.3453 0.5586 -2.2 -1.9 -0.8
```
Forces are in eV/Å.

Results
Kohn-Sham gap, eV: 6.5
Energy, eV: -25601.7924
Total charge: +1
ΔE to the lowest compared entry with this formula, charge and spin, kcal per mole: 0.0